1.
Density functional theory data (ωB97M-V with the def2-TZVPD basis set) for an isolated ion of composition C4H10NS and charge +1.

```
16
Properties=species:S:1:pos:R:3:forces:R:3
H 2.40508 0.29479 -0.67532 0.117 0.072 -0.020
H 0.21178 -1.55191 0.42604 -0.157 0.181 0.089
H 1.42061 -0.83843 -1.63630 0.032 0.029 -0.125
C -0.28877 0.49716 0.21231 0.069 0.259 0.060
N -0.04561 1.50352 -0.57187 0.063 -0.040 0.115
H -2.07610 1.36448 1.07169 0.053 -0.039 -0.006
H 0.78269 1.51799 -1.15712 -0.100 -0.018 0.094
H -0.70843 2.26135 -0.69219 0.087 -0.074 0.066
C 0.70947 -0.58002 0.38899 0.621 -0.245 -0.151
C 1.82718 -0.62616 -0.64978 -0.198 -0.084 0.138
C -1.58143 0.40708 0.91332 -0.423 -0.188 -0.551
H -2.22664 -1.72615 -0.02387 0.041 -0.123 0.113
H 2.51410 -1.42858 -0.39535 0.050 0.003 -0.021
S -2.50447 -0.48471 -0.42580 -0.303 0.171 0.179
H 1.13736 -0.43112 1.38944 -0.110 0.053 0.031
H -1.57684 -0.17929 1.82582 0.159 0.044 -0.008
```
Positions in Å, forces in eV/Å.

Computed properties:
HOMO energy ... -14.0 eV
Gap between HOMO and LUMO ... 9.6 eV
SMILES string ... CCC(=[NH2+])CS
Total charge ... +1
Energy relative to the best compared isomer or geometry (same formula, charge and spin) ... 0.0 kJ/mol
Lowest unoccupied orbital energy ... -4.417 eV

2.
Density functional theory data (ωB97M-V with the def2-TZVPD basis set) for an isolated molecule of C4H6N2O2.

```
14
Properties=species:S:1:pos:R:3:forces:R:3
C -2.04047 -0.20299 0.45009 -1.097 -0.067 0.443
H 2.27592 -0.73787 0.17242 -0.018 0.027 -0.032
H -0.19164 -1.00640 -1.55527 0.008 0.117 0.097
N 0.19488 -0.07964 -1.43784 0.190 0.047 -0.428
C 1.29448 -0.69431 0.64150 -0.101 0.081 0.032
N 1.24257 2.73101 0.04413 0.289 0.618 0.069
O -2.27610 -0.86945 -0.52028 0.006 -0.351 -0.329
O -0.92905 0.36311 0.81390 2.161 0.563 -0.462
H 1.40123 -0.36715 1.67291 -0.023 -0.015 -0.012
C 0.88740 1.64871 -0.01422 -0.252 -0.049 -0.074
H -2.80579 0.02694 1.22395 0.092 -0.097 -0.250
H -0.31081 0.59385 -1.99624 -0.009 -0.019 0.108
H 0.84348 -1.68461 0.62795 -0.045 -0.018 -0.051
C 0.41389 0.27879 -0.12301 -1.200 -0.837 0.889
```
Positions in Å, forces in eV/Å.

Computed properties:
HOMO energy ... -10.2 eV
Gap between HOMO and LUMO ... 11.0 eV
SMILES string ... C[C@](N)(C#N)OC=O
Total charge ... 0
Energy relative to the best compared isomer or geometry (same formula, charge and spin) ... 121.0 kJ/mol
Lowest unoccupied orbital energy ... 0.746 eV

3.
Density functional theory data (ωB97M-V with the def2-TZVPD basis set) for C19H18FeIN3O3S as an isolated structure.

```
46
Properties=species:S:1:pos:R:3:forces:R:3
H -4.44592 1.09865 0.03396 0.236 -0.196 -0.208
H 0.64663 -4.32035 -3.38798 -0.011 0.146 0.088
C 2.55244 0.42753 -0.42340 3.696 0.859 1.306
C -0.84108 -2.21318 3.08106 -0.392 -0.726 0.787
H 1.38940 2.17406 2.18111 -0.518 0.383 0.131
C -0.30174 -2.49279 -2.73126 0.119 0.549 0.432
C -3.59309 0.62266 -0.45300 0.185 0.011 0.090
H 1.82936 3.13010 0.70860 -0.850 0.129 0.457
C -0.99196 -2.94371 5.75984 0.050 0.200 -0.358
C -1.26520 -3.50922 3.40752 0.173 0.545 -0.147
H -2.64016 -1.39611 -3.01740 -0.254 0.312 0.374
O 1.31477 0.49658 3.82617 -0.802 0.137 -0.256
H -1.21518 -2.61811 -3.31255 0.463 -0.178 0.138
C 1.89888 -2.05121 -1.19886 -0.412 -0.408 -0.556
O -0.81938 -2.32888 0.68391 0.501 0.741 1.853
H 2.59592 -0.48573 0.19290 0.402 0.548 0.030
Fe 0.94327 0.81711 0.30242 -3.696 -3.916 0.264
O -1.02532 1.23861 3.39611 0.044 0.090 0.079
N 0.05185 -0.43948 1.77356 -0.327 -0.332 1.488
H 0.03201 2.60448 0.90000 0.037 0.905 0.975
H -2.18394 1.50839 0.93823 0.066 -0.296 -0.244
C -0.20519 -1.37330 -1.87222 1.393 -0.948 0.447
S -0.02365 0.21049 3.34052 0.999 -1.387 -0.935
N 0.91240 -1.14750 -1.12771 -0.744 -1.353 -1.008
H 3.10050 1.21593 0.11153 0.645 -0.223 -0.632
H 2.82222 -1.85563 -0.64926 -0.453 -0.254 -0.150
N -1.21039 0.26551 -0.42276 -1.217 -0.380 -1.313
C -1.35975 -0.54944 -1.51770 -1.069 0.810 0.955
I 0.68110 2.31328 -1.58608 -0.648 2.036 -4.425
H -0.31131 -0.91051 6.18299 -0.119 -0.197 -0.078
C 0.72545 -3.43620 -2.76183 -0.054 0.459 0.143
H -4.71955 -0.40819 -2.00337 0.121 0.148 0.108
C -0.57627 -1.29709 4.07739 0.142 -0.381 0.620
H 2.70067 -3.89493 -1.90930 -0.422 0.103 -0.162
C 1.84589 -3.21752 -1.96375 -0.055 0.364 0.137
H 2.79486 0.28324 -1.47145 -0.143 0.253 0.390
H -1.02384 -3.25290 6.80383 0.013 0.092 -0.254
C -3.74480 -0.19658 -1.57272 0.405 0.318 0.183
H -1.64774 -4.86867 5.02316 0.066 0.193 -0.002
C -1.33480 -3.86300 4.75162 0.012 0.230 0.058
C -2.60214 -0.75347 -2.13619 0.537 0.017 0.342
H -1.51278 -4.18942 2.59427 0.105 0.040 0.265
C -0.55303 -1.70207 1.72593 0.058 0.654 -1.950
C -2.31138 0.84890 0.07342 -0.019 -0.380 -0.496
C -0.60205 -1.63929 5.42977 -0.245 -0.142 -0.266
C 1.07941 2.47486 1.17377 1.982 0.424 1.299
```
Positions in Å, forces in eV/Å.

Computed properties:
HOMO energy (spin up / spin down) ... -6.8 / -8.2 eV
Gap between HOMO and LUMO (spin up / spin down) ... 5.9 / 7.6 eV
Total charge ... 0
Energy relative to the best compared isomer or geometry (same formula, charge and spin) ... 113.8 kJ/mol
⟨S²⟩ ... 6.082
Multiplicity ... 5
Lowest unoccupied orbital energy (spin up / spin down) ... -0.923 / -0.556 eV

4.
Density functional theory data (ωB97M-V with the def2-TZVPD basis set) for a 2-piece molecular cluster, C5H15N2O overall.

```
23
Properties=species:S:1:pos:R:3:forces:R:3
H 1.12953 2.75163 -1.04059 0.077 0.241 0.169
H -0.95348 -0.62215 2.36079 0.047 0.126 0.114
H -2.26147 -1.60471 1.75151 0.017 -0.193 0.111
C -1.41527 -0.99462 1.45432 -0.379 -0.905 -0.175
C -0.36147 -1.79319 0.66283 0.012 0.331 0.721
H 0.44609 -1.97679 1.36663 0.465 -0.090 -0.554
C -0.62375 0.46784 -0.27041 -0.672 0.453 -0.038
N 0.03774 -0.86554 -0.46402 -0.626 -0.269 0.516
H -0.48079 -1.22434 -1.26054 0.893 -0.292 -0.472
H 2.42033 -0.70249 -2.84797 0.107 -0.168 0.300
H -2.11303 0.98744 1.16088 -0.338 0.261 -0.031
H -0.62363 -2.72812 0.17172 -0.383 -0.005 0.406
C -1.87169 0.12848 0.54920 0.885 0.496 0.645
H 2.40958 0.32541 -1.71806 -0.019 0.083 0.009
H -0.88353 0.83432 -1.26253 0.108 0.082 -0.042
N 1.33911 1.94192 -0.48473 -0.034 -1.199 -0.272
O 2.44009 -0.63011 -1.88104 -0.089 0.205 -0.266
H 2.24829 1.94154 -0.06083 0.112 0.566 0.074
H -0.29565 2.30681 0.78926 -0.159 -0.247 0.141
H 1.06041 -0.85088 -0.61637 -0.295 0.088 -0.793
H 0.80875 0.98556 1.24121 -0.290 0.043 0.247
H -2.74363 -0.14227 -0.01058 -0.306 -0.130 -0.623
C 0.28747 1.46426 0.40930 0.868 0.523 -0.187
```
Positions in Å, forces in eV/Å.

Computed properties:
HOMO energy ... -13.6 eV
Gap between HOMO and LUMO ... 10.7 eV
Total charge ... +1
Energy relative to the best compared isomer or geometry (same formula, charge and spin) ... 49.9 kJ/mol
Lowest unoccupied orbital energy ... -2.911 eV

5.
Density functional theory data (ωB97M-V with the def2-TZVPD basis set) for a 8-piece molecular cluster, C22H34Cl6O20S2 overall.

```
84
Properties=species:S:1:pos:R:3:forces:R:3
O -33.46421 26.67124 -8.39394 -0.569 -0.018 1.174
Cl -34.24094 31.43697 -5.75438 0.209 -0.133 -0.541
H -35.85556 30.89364 0.24224 -0.149 -0.185 -0.351
O -24.05411 29.54255 -0.44671 0.340 0.107 -0.235
C -24.93992 29.29323 -3.96814 1.078 0.970 -0.451
H -28.15993 21.99402 -7.99032 -0.059 0.152 -0.235
C -26.92673 23.55730 -8.92552 0.965 -2.048 -0.024
C -24.50152 24.41423 -4.14898 -0.345 -0.065 -0.432
H -26.49588 27.29466 -8.29187 0.829 -0.036 -0.539
C -25.32322 29.98234 -0.51842 0.203 -0.283 -0.610
O -29.50416 27.90592 -4.57746 0.961 -1.185 -0.948
O -25.81989 29.77952 -1.76327 -0.011 0.584 0.409
H -25.36065 27.94275 -2.38347 0.046 0.019 -0.340
H -22.82208 29.48151 -2.15289 -0.225 0.468 0.141
H -26.85125 28.82372 -9.22309 -0.045 -0.377 -0.177
H -23.96992 29.05384 -4.41548 -0.177 -0.465 -0.095
H -26.97924 22.75173 -6.95498 0.313 -0.257 0.029
C -30.92445 27.66842 -4.52655 0.071 -0.510 -0.592
Cl -23.50749 25.67341 -3.46413 0.289 0.235 0.052
H -32.54478 30.01088 -1.31852 -0.291 -0.566 0.251
S -28.68344 26.46807 -4.75587 -1.600 1.111 0.976
O -32.30413 25.24096 -6.84239 -1.358 0.632 0.555
H -27.17637 28.13228 -6.29203 0.317 -0.049 -0.136
H -29.10465 28.65637 -8.05762 0.100 -0.193 0.103
H -34.12626 30.70090 0.47086 -0.075 -0.189 -0.050
H -25.75154 28.83517 -4.52224 0.016 -0.092 0.135
H -29.17822 29.34515 -6.43127 0.090 -0.059 0.048
H -26.58880 22.97823 -10.99584 -0.135 0.187 -0.247
O -35.42632 29.17137 -1.60747 0.008 -0.423 -0.012
O -27.63486 24.70361 -8.53536 -0.088 0.063 0.019
H -28.62546 30.31709 -7.77722 0.178 -0.012 -0.054
O -26.37024 29.97119 -6.66412 -0.433 0.147 -0.310
C -28.28864 25.19291 -9.59007 0.116 0.187 -0.528
O -28.98057 26.15880 -9.53654 -0.309 0.354 -0.219
C -32.35108 26.13351 -9.05976 1.463 -1.245 0.123
C -33.34423 30.03242 -2.06655 1.070 0.702 -0.056
O -24.32279 30.71628 -6.96180 0.237 -0.346 -1.055
H -30.64887 26.11503 -7.66055 0.054 -0.097 -0.149
O -25.90006 30.46041 0.39674 -0.452 0.349 0.231
O -28.66035 25.92115 -6.08571 -0.457 0.689 0.913
C -27.14346 22.39344 -7.97129 -0.297 0.437 0.256
H -32.56437 25.31929 -9.75452 -0.775 0.513 -0.331
H -28.12720 22.41197 -10.28877 -0.275 0.194 -0.358
H -31.77910 26.93026 -9.52507 -0.233 0.035 -0.237
C -28.59781 29.31387 -7.34643 -0.165 0.274 -0.340
C -23.65544 28.94439 -1.68896 0.917 0.500 0.327
O -34.80176 25.10468 -6.96699 1.349 0.953 0.289
O -29.79352 25.68224 -3.84960 1.943 -0.621 -0.889
Cl -24.83850 24.69322 -5.86959 -0.025 0.277 -0.053
H -35.09349 31.01075 -2.42293 -0.667 0.266 0.562
Cl -31.46095 30.80563 -5.79052 0.533 -0.145 0.155
O -27.43188 26.64350 -4.08232 -0.909 -0.389 -0.155
C -31.05172 26.29884 -3.81865 -1.433 1.823 0.677
H -34.74460 32.13914 -0.27643 -0.018 -0.028 -0.154
O -33.76028 27.12137 -5.95432 0.388 -0.603 -0.510
C -32.89190 30.81964 -6.76047 -0.868 0.292 -0.572
O -33.54634 28.78164 -2.70894 0.375 -0.224 0.114
C -34.88875 31.05737 -0.22676 0.659 0.706 0.659
Cl -32.64990 31.74083 -8.26498 -0.063 0.310 0.307
C -25.18243 29.96107 -7.30971 0.065 0.704 2.297
H -31.07964 24.46877 -8.19022 0.079 0.196 -0.618
H -24.97347 30.37565 -4.11988 -0.300 -0.007 0.169
H -33.16881 29.85476 -7.16848 0.080 -0.315 0.728
O -28.03809 24.48378 -10.72166 -0.111 -0.544 0.345
C -27.41161 23.23297 -10.33572 -0.098 0.657 0.453
H -31.86654 25.75117 -4.28490 0.410 -0.505 -0.097
H -31.40508 28.53366 -4.08184 0.236 -0.260 0.666
S -33.70936 26.04028 -6.89230 -0.465 -0.723 -1.481
H -25.45970 24.46455 -3.64492 0.061 -0.294 0.070
O -25.11839 28.95624 -8.16980 0.526 -0.849 -0.765
C -34.72533 30.42693 -1.56978 -0.298 -0.403 -1.172
H -25.84595 23.72084 -8.96896 -0.089 0.650 0.231
H -26.46162 21.58743 -8.24026 0.095 0.009 0.215
O -35.17747 27.23906 -2.74931 -0.051 -0.491 0.023
C -27.17055 28.87300 -7.09628 -0.550 0.197 0.142
C -26.41532 28.37923 -8.32814 -1.093 0.595 0.521
C -24.93012 28.94512 -2.52119 -0.996 -1.831 0.930
Cl -23.75221 22.83085 -3.99735 -0.064 -0.055 0.314
H -31.31624 26.47971 -2.77678 0.121 -0.264 0.075
C -31.45896 25.46846 -7.99513 0.168 0.462 1.167
H -23.22283 27.99289 -1.37896 -0.455 -0.368 -0.539
C -34.75763 28.27885 -2.38134 -0.276 0.790 0.173
H -32.97220 30.72517 -2.82421 -0.191 0.041 -0.046
H -31.40251 27.61657 -5.50661 0.581 -0.082 -0.317
```
Positions in Å, forces in eV/Å.

Computed properties:
HOMO energy ... -10.6 eV
Gap between HOMO and LUMO ... 10.7 eV
SMILES string ... C[C@H]1COC(=O)O1.C[C@H]1COC(=O)O1.C[C@H]1COC(=O)O1.C[C@H]1COC(=O)O1.O=S1(=O)OCCO1.O=S1(=O)OCCO1.ClC(Cl)Cl.ClC(Cl)Cl
Total charge ... 0
Energy relative to the best compared isomer or geometry (same formula, charge and spin) ... 89.1 kJ/mol
Lowest unoccupied orbital energy ... 0.069 eV

6.
Density functional theory data (ωB97M-V with the def2-TZVPD basis set) for a 2-piece molecular cluster, C2H4N4OS overall.

```
12
Properties=species:S:1:pos:R:3:forces:R:3
N 1.21318 -0.64097 2.70296 -1.276 -0.209 1.338
N -3.06750 -0.89703 -0.04465 -0.247 -0.297 -0.173
H -3.49638 -1.50044 0.59888 0.013 -0.270 0.604
H 0.79512 1.63656 -1.20209 -2.567 2.205 1.852
O -1.71507 0.70695 -1.07586 0.343 0.065 0.356
N 1.35056 1.19602 -1.82691 2.289 -2.492 -2.878
C 1.42761 -0.11939 0.40160 0.121 0.156 -0.247
S 1.32664 -0.46047 -1.20087 0.310 0.346 -0.505
H 1.95851 -0.64774 3.38589 0.715 -0.023 -0.357
C -2.32224 -0.09698 -0.47631 -0.137 0.570 -0.777
N 1.53797 -0.39570 1.54685 0.343 0.054 -0.635
H 0.99161 1.21918 -2.80948 0.093 -0.104 1.424
```
Positions in Å, forces in eV/Å.

Computed properties:
HOMO energy ... -8.3 eV
Gap between HOMO and LUMO ... 8.8 eV
Total charge ... 0
Energy relative to the best compared isomer or geometry (same formula, charge and spin) ... 269.2 kJ/mol
Lowest unoccupied orbital energy ... 0.471 eV

7.
Density functional theory data (ωB97M-V with the def2-TZVPD basis set) for C5H7NO as an isolated structure.

```
14
Properties=species:S:1:pos:R:3:forces:R:3
H -2.59966 0.52081 2.74833 0.044 -0.070 -0.180
C -2.20412 0.49346 1.75728 0.193 0.183 -0.236
C 0.16778 0.13381 -0.84145 -0.031 0.082 -0.093
C 1.90329 -1.34324 -0.00352 0.125 0.052 -0.232
C -1.74337 0.61676 0.64209 -0.027 -0.077 0.206
O 2.65590 -1.17825 -0.93267 -0.319 -0.014 0.311
N 0.65749 -0.75795 0.09205 0.028 0.004 0.069
H 0.14264 1.46699 -0.57984 0.454 0.019 -0.051
H 2.13229 -1.98799 0.86166 -0.019 0.054 -0.095
H 0.50156 -0.02716 -1.86272 0.020 0.115 0.192
H -1.75342 0.90155 -1.52044 0.108 -0.032 0.106
C -1.15265 0.70272 -0.64226 -0.438 -0.249 0.007
H 1.19027 1.32359 -0.65214 -0.209 -0.059 0.033
H 0.10199 -0.86509 0.93363 0.071 -0.008 -0.038
```
Positions in Å, forces in eV/Å.

Computed properties:
HOMO energy ... -7.5 eV
Gap between HOMO and LUMO ... 7.8 eV
Total charge ... 0
Energy relative to the best compared isomer or geometry (same formula, charge and spin) ... 620.0 kJ/mol
Lowest unoccupied orbital energy ... 0.255 eV

In eV, the total energy values for the records above are, in order, -16628.96607; -11319.78771; -83926.83970; -10450.04353; -161118.89078; -20978.22511; -8829.77651.